17
Properties=species:S:1:pos:R:3:mulliken_charge:R:1 method="wB97M-V/def2-TZVPD" gap_ev=9.0 charge=0 energy_ha=-309.6309 e_homo_ev=-8.1449
O -0.815 -0.579 -0.933 -0.22
C 1.045 -1.614 -1.384 -0.63
C 0.064 0.795 -1.369 -0.64
C -0.315 1.490 2.454 -0.43
C -1.056 2.096 1.534 -0.32
C 0.043 -1.557 -0.233 -0.01
C 0.202 -0.507 -2.037 0.13
H 0.130 0.512 2.280 0.10
H 2.073 -1.327 -1.154 0.27
H -1.238 1.662 0.553 0.21
H -0.117 1.939 3.424 0.24
H 1.031 -2.567 -1.919 0.26
H -0.536 -2.467 -0.065 0.31
H 0.805 0.842 -0.549 0.22
H 0.378 -1.135 0.717 0.01
H -1.492 3.075 1.720 0.22
H -0.203 -0.658 -3.038 0.28


17
Properties=species:S:1:pos:R:3:mulliken_charge:R:1 method="wB97M-V/def2-TZVPD" gap_ev=8.5 charge=0 energy_ha=-309.6478 e_homo_ev=-7.7372
O 0.405 1.186 0.948 -0.41
C -1.226 -0.985 -0.076 -0.63
C 1.963 0.308 -0.710 -1.48
C -0.752 1.574 0.351 -0.36
C 0.639 0.124 -0.024 1.32
C -0.768 0.401 -0.617 -0.26
C 0.188 -1.246 0.504 -0.88
H 0.711 -2.079 0.024 0.30
H 2.779 0.133 0.000 0.35
H -2.113 1.105 1.478 0.00
H -1.495 -1.679 -0.879 0.26
H 2.052 1.328 -1.095 0.36
H -1.704 1.888 1.065 0.10
H 0.265 -1.353 1.589 0.26
H -2.043 -0.937 0.646 0.36
H 2.070 -0.397 -1.540 0.36
H -0.971 0.630 -1.665 0.37


17
Properties=species:S:1:pos:R:3:mulliken_charge:R:1 method="wB97M-V/def2-TZVPD" smiles="CC1=CCC[C@H]1O" gap_ev=10.2 charge=0 energy_ha=-309.8413 e_homo_ev=-9.1666
O 2.045 -0.637 0.308 -0.57
C -0.405 -0.532 0.353 0.36
C -0.645 1.548 -0.769 -0.51
C -0.657 -1.718 1.234 -1.23
C -1.204 0.519 0.177 -0.47
C 0.872 -0.394 -0.452 0.04
C 0.786 1.039 -1.048 -0.66
H 1.973 -0.097 1.107 0.37
H -2.182 0.626 0.641 0.38
H 0.105 -1.793 2.018 0.26
H -1.636 -1.640 1.716 0.34
H -0.622 -2.657 0.668 0.29
H 0.921 -1.146 -1.249 0.34
H -0.669 2.560 -0.342 0.31
H -1.241 1.595 -1.689 0.25
H 1.029 1.048 -2.114 0.27
H 1.529 1.679 -0.557 0.23


17
Properties=species:S:1:pos:R:3:mulliken_charge:R:1 method="wB97M-V/def2-TZVPD" gap_ev=10.3 charge=0 energy_ha=-309.7372 e_homo_ev=-9.3478
O -0.148 -0.908 -1.264 -0.46
C -0.146 0.913 0.436 -0.08
C -0.961 -1.037 0.845 -0.68
C 0.469 -0.382 0.874 0.03
C -1.013 -0.071 -0.329 -0.14
C 0.690 2.048 -0.190 -1.46
C 0.969 -0.853 -0.362 -0.68
H 1.764 -0.162 -0.679 0.31
H -0.055 2.824 -0.404 0.39
H 1.429 -1.963 -0.313 0.29
H -0.846 1.266 1.151 0.45
H 1.237 2.457 0.683 0.34
H 1.298 -0.234 1.659 0.33
H -1.791 -0.658 1.663 0.19
H 1.144 1.918 -1.211 0.37
H -2.011 0.169 -0.801 0.41
H -1.024 -2.060 0.715 0.37


17
Properties=species:S:1:pos:R:3:mulliken_charge:R:1 method="wB97M-V/def2-TZVPD" smiles="O=C1C=CCCC1.[H][H]" gap_ev=10.1 charge=0 energy_ha=-309.8078 e_homo_ev=-9.5617
O 1.987 -1.120 0.939 -0.61
C 0.914 0.921 0.370 -0.07
C -1.460 0.766 -0.401 -0.67
C -0.213 -1.358 0.095 -0.58
C 0.994 -0.555 0.518 0.31
C -0.215 1.523 -0.023 -0.36
C -1.515 -0.593 0.296 -0.66
H 3.061 -0.287 -0.531 -0.16
H 1.805 1.493 0.617 0.44
H -2.351 1.359 -0.167 0.37
H -0.077 -1.621 -0.966 0.26
H -0.171 -2.289 0.666 0.30
H -1.666 -0.431 1.370 0.29
H -2.363 -1.182 -0.067 0.30
H -0.247 2.610 -0.080 0.37
H 2.979 0.132 -1.142 0.16
H -1.463 0.633 -1.494 0.30


17
Properties=species:S:1:pos:R:3:mulliken_charge:R:1 method="wB97M-V/def2-TZVPD" smiles=C[C@H]1C[C@H]2OC[C@@H]12 gap_ev=10.6 charge=0 energy_ha=-309.7655 e_homo_ev=-9.5249
O 1.675 -0.856 -0.118 -0.44
C 1.485 0.032 1.002 -0.57
C 0.360 -1.416 0.043 -0.12
C -0.015 -0.286 1.042 -0.22
C -0.906 0.353 -0.083 0.13
C -0.858 -0.962 -0.844 -0.80
C -0.306 1.556 -0.801 -1.45
H 1.821 1.051 0.779 0.24
H -0.481 2.456 -0.201 0.32
H -1.647 -1.642 -0.494 0.26
H -1.114 -0.775 -1.898 0.39
H 0.769 1.472 -0.991 0.35
H 0.429 -2.473 0.339 0.39
H 2.027 -0.318 1.896 0.27
H -1.961 0.578 0.084 0.46
H -0.479 -0.467 2.013 0.41
H -0.798 1.697 -1.770 0.38


17
Properties=species:S:1:pos:R:3:mulliken_charge:R:1 method="wB97M-V/def2-TZVPD" smiles=C[C@H]1OC[C@H]2C[C@H]21 gap_ev=10.6 charge=0 energy_ha=-309.8164 e_homo_ev=-9.4426
O 0.493 -1.437 0.241 -0.42
C 0.524 -0.499 -0.831 0.09
C 1.859 0.233 -0.798 -1.24
C -0.577 -1.185 1.145 -0.58
C -0.708 0.385 -0.676 -0.08
C -1.420 -0.069 0.562 0.01
C -0.785 1.293 0.516 -0.83
H -2.502 -0.158 0.592 0.37
H 0.435 -1.054 -1.776 0.31
H 1.901 1.028 -1.552 0.33
H -1.442 2.158 0.436 0.28
H 0.110 1.461 1.114 0.18
H 2.017 0.682 0.189 0.27
H -1.259 0.650 -1.575 0.39
H 2.678 -0.468 -0.982 0.36
H -0.158 -0.918 2.128 0.26
H -1.166 -2.102 1.267 0.30


17
Properties=species:S:1:pos:R:3:mulliken_charge:R:1 method="wB97M-V/def2-TZVPD" gap_ev=6.7 charge=0 energy_ha=-309.6807 e_homo_ev=-7.1340
O -0.572 -0.695 -0.826 -0.43
C -0.328 -0.368 0.524 0.03
C -1.113 0.595 1.081 -0.23
C 1.784 -1.120 -0.483 -0.35
C -1.690 1.688 0.280 -1.14
C 0.645 -1.276 -1.441 -0.37
C 1.459 -0.177 0.428 -0.59
H -2.037 1.395 -0.706 0.30
H 0.423 -2.278 -1.795 0.30
H -1.001 2.497 0.078 0.29
H -2.510 2.209 0.763 0.38
H 1.923 -0.017 1.400 0.44
H 2.312 -2.016 -0.172 0.25
H -0.333 -1.337 1.034 0.33
H -1.095 0.708 2.160 0.35
H 1.397 0.820 -0.007 0.24
H 0.736 -0.628 -2.319 0.22


17
Properties=species:S:1:pos:R:3:mulliken_charge:R:1 method="wB97M-V/def2-TZVPD" gap_ev=8.6 charge=0 energy_ha=-309.7165 e_homo_ev=-8.3957
O -1.870 -0.236 -0.521 -0.39
C 0.007 1.210 -0.141 -0.78
C -1.482 0.986 0.073 -0.48
C 0.794 0.043 0.498 0.75
C 0.062 -1.228 0.773 -0.85
C -1.242 -1.340 0.117 -0.30
C 1.975 -0.423 -0.386 -1.48
H -2.092 1.769 -0.387 0.36
H 2.498 -1.265 0.075 0.40
H 1.238 0.363 1.453 0.33
H -1.029 -2.106 -0.653 0.33
H -1.955 -1.829 0.803 0.36
H 2.679 0.401 -0.535 0.35
H -1.708 0.971 1.154 0.32
H 1.614 -0.738 -1.372 0.40
H 0.186 1.247 -1.222 0.32
H 0.326 2.175 0.273 0.36


17
Properties=species:S:1:pos:R:3:mulliken_charge:R:1 method="wB97M-V/def2-TZVPD" smiles="C[C@H]1CC=C[C@H]1O" gap_ev=10.5 charge=0 energy_ha=-309.8314 e_homo_ev=-9.4563
O -0.566 -2.104 0.362 -0.60
C 1.746 -0.558 -0.248 -1.50
C -1.752 -0.010 -0.079 -0.62
C -0.683 -0.735 0.701 -0.15
C -1.325 1.160 -0.542 -0.26
C 0.115 1.434 -0.181 -0.89
C 0.610 0.139 0.516 0.44
H -0.506 -2.159 -0.600 0.38
H 0.184 2.312 0.472 0.28
H 2.730 -0.262 0.131 0.34
H -0.954 -0.744 1.762 0.35
H 0.708 1.662 -1.074 0.31
H 1.732 -0.311 -1.316 0.38
H -2.754 -0.421 -0.187 0.43
H -1.939 1.872 -1.091 0.41
H 1.672 -1.642 -0.146 0.36
H 0.982 0.367 1.520 0.34


17
Properties=species:S:1:pos:R:3:mulliken_charge:R:1 method="wB97M-V/def2-TZVPD" smiles="O=CCCC1CC1" gap_ev=10.9 charge=0 energy_ha=-309.8142 e_homo_ev=-9.8551
O -2.285 1.155 -0.565 -0.47
C 1.378 0.532 -0.912 -0.46
C -1.351 -0.987 0.040 -0.62
C -2.343 -0.051 -0.612 0.00
C -0.305 -0.265 0.903 -0.75
C 1.096 -0.287 0.316 -0.09
C 1.940 0.951 0.415 -0.66
H 0.558 1.111 -1.328 0.21
H -0.622 0.781 0.996 0.31
H -0.283 -0.681 1.915 0.37
H -3.169 -0.550 -1.164 0.36
H 3.013 0.862 0.567 0.26
H 1.483 1.805 0.903 0.24
H -0.858 -1.529 -0.777 0.31
H -1.951 -1.742 0.566 0.38
H 2.077 0.132 -1.640 0.25
H 1.623 -1.238 0.377 0.36


17
Properties=species:S:1:pos:R:3:mulliken_charge:R:1 method="wB97M-V/def2-TZVPD" gap_ev=9.8 charge=0 energy_ha=-309.7967 e_homo_ev=-8.8761
O -0.077 -0.186 2.362 -0.50
C 0.501 -1.444 -1.656 -0.79
C 0.179 1.355 -0.149 -0.22
C -1.111 0.731 0.334 -0.81
C 1.228 0.786 -0.753 -0.21
C 1.422 -0.610 -1.173 -0.09
C -0.945 -0.458 1.283 -0.42
H 2.445 -0.965 -1.110 0.30
H -1.684 1.506 0.861 0.38
H 0.274 2.421 0.054 0.31
H -1.748 0.429 -0.508 0.30
H -0.508 -1.311 0.765 0.30
H -0.323 0.672 2.726 0.32
H -1.942 -0.762 1.640 0.30
H -0.534 -1.142 -1.777 0.27
H 0.742 -2.458 -1.947 0.25
H 2.082 1.434 -0.950 0.32